Record 1
C33H37GeN9PdS2 as an isolated structure. Source: the OMol25 dataset; level of theory: the ωB97M-V functional and the def2-TZVPD basis.

Positions of all 83 atoms, in Å:
1 C 0.51689 2.18661 -1.96284
2 H -3.34746 -0.29186 -1.64061
3 C -4.16316 -1.60310 2.52315
4 H -2.54053 -2.83124 4.67611
5 C 1.96549 0.80388 1.23541
6 N 1.34171 -0.05484 0.40800
7 H -0.34912 -1.91728 -2.12698
8 H 0.41280 -4.50262 0.73737
9 S -0.18359 -3.24737 4.34886
10 H -2.05829 1.52994 3.89317
11 H -0.48850 4.89897 4.06275
12 C -2.84843 -1.44139 2.11109
13 C -2.73244 -0.47006 -4.81234
14 H 4.81832 -3.50947 -2.18003
15 H -0.57716 4.00745 -1.51290
16 C 4.05086 -3.09235 -1.53687
17 C 2.56000 2.48897 -3.20683
18 H 1.05916 5.48141 -2.60866
19 H 3.06673 4.52280 -3.68012
20 C 1.65584 1.64858 -2.58484
21 C -2.41016 0.30555 -3.70356
22 H 4.00486 -5.67103 -2.22745
23 H 5.19832 -1.39008 -1.50485
24 C -2.19852 -1.74660 -4.94874
25 N 2.04391 -3.76775 -0.27858
26 C 2.29662 -6.35394 -1.10441
27 H -0.93564 -3.25854 -4.09441
28 C -3.88529 -0.71877 0.27259
29 C 2.05980 -0.87427 -0.37340
30 H 2.27034 -3.36862 2.93275
31 C 1.23328 -4.76805 0.07329
32 N -1.18835 2.31046 2.13325
33 C 0.40902 -2.56281 2.82883
34 H -2.10285 4.90308 1.59501
35 C -1.71641 -1.95136 2.78278
36 H -2.12776 2.07346 -1.15016
37 H -3.39659 -0.07371 -5.57002
38 C 3.44911 -0.89616 -0.36210
39 C 4.25614 -1.82146 -1.17924
40 H 3.82250 1.61770 1.89805
41 H -3.15163 3.73918 3.56955
42 C 3.04649 -4.09891 -1.11600
43 H 1.51855 -1.56695 -0.99314
44 H -2.07711 2.30302 1.63946
45 C -0.43448 3.51011 1.72369
46 N 1.64067 -2.76685 2.41906
47 Ge -0.95259 1.10262 -1.43552
48 C -1.12883 4.81923 2.07580
49 N -2.68961 -0.86961 0.84894
50 C -1.00315 -1.49415 -2.87754
51 C -1.45071 2.37827 3.58120
52 N -4.10836 -0.33969 -0.96343
53 C 3.33810 0.90146 1.24827
54 H 1.81129 0.57802 -2.63258
55 C -2.16505 3.65311 4.02261
56 H -2.83074 1.30324 -3.61208
57 N 1.29013 -6.04354 -0.28133
58 H 3.41816 2.07706 -3.72259
59 H 1.33269 1.41318 1.86266
60 H -5.04872 -0.31018 -1.33367
61 H -0.24445 3.49328 0.65313
62 H -4.52076 -2.02720 3.45244
63 C 2.35252 3.86959 -3.19624
64 C -1.71002 -2.64422 4.00766
65 H -1.87700 5.71842 3.81846
66 C 0.31781 3.57806 -1.95362
67 C 4.08192 0.06101 0.43139
68 H 2.37878 -7.39120 -1.40461
69 H -2.27133 3.70841 5.10393
70 C -1.34120 -2.26090 -3.98138
71 S -5.23948 -1.12542 1.32378
72 H -2.45930 -2.34659 -5.81093
73 N -0.50687 -1.87887 2.15431
74 H 5.16525 0.11981 0.43653
75 N -1.38170 4.85973 3.56518
76 H 0.54208 3.47704 2.21646
77 H 1.88825 -2.56159 1.45380
78 H -0.52971 5.68747 1.80930
79 C -1.52672 -0.20115 -2.74166
80 C 3.20153 -5.40080 -1.55472
81 C 1.22886 4.41262 -2.58160
82 H -0.49271 2.29654 4.10186
83 Pd -0.65229 -0.32683 0.51064

Results
Total charge = +4
⟨S²⟩ = 2.053
Kohn-Sham gap (alpha / beta) = 7.2137 / 4.6691 eV
Strongest force on any atom = 0.0246 Eh/bohr
ΔE to the lowest compared entry with this formula, charge and spin = 45.3 kJ/mol
Spin multiplicity = 3


Record 2
A 2-piece molecular cluster, C33H37N2O4P overall. Source: the OMol25 dataset; level of theory: the ωB97M-V functional and the def2-TZVPD basis.

Positions of all 77 atoms, in Å:
1 C 4.64155 -0.42988 -1.25633
2 H 8.31357 -1.04362 0.40296
3 H 2.02940 -1.31450 1.93294
4 C -2.45899 1.58853 -4.78425
5 C -3.45178 -0.54649 3.42072
6 C 0.12951 -2.17696 3.46835
7 H -5.60292 0.67878 0.16717
8 C -5.11940 0.85506 1.14225
9 C -1.10734 1.42405 -5.09001
10 H -1.25621 -1.86436 1.08432
11 O -2.83279 -0.30701 4.44484
12 H 2.90259 2.19118 -0.06871
13 C 2.92580 -0.72226 2.16489
14 C 3.68591 -0.39724 -0.24407
15 H 1.82896 -0.65051 6.04055
16 C -6.95004 -0.24071 2.51191
17 H -0.64160 1.07452 2.93678
18 H -0.74609 1.52029 -6.11196
19 N 2.40965 0.13434 -0.63285
20 O -3.53242 -2.62839 0.44131
21 H 1.70292 -0.01001 -4.13206
22 H 3.34001 -1.13392 3.09601
23 H 5.45524 -1.67913 2.33734
24 H -2.51984 0.04840 -0.67107
25 C 2.20523 1.53796 -0.59495
26 H -7.57029 -0.45666 1.63671
27 C -2.87362 1.47163 -3.45378
28 C -1.96720 1.19643 -2.42194
29 H 6.65840 -0.91383 -1.73478
30 C 5.23184 -1.30528 1.34008
31 H -4.20574 1.14539 -5.94569
32 H -5.52098 1.79731 1.52733
33 H -7.09093 -1.00490 3.28454
34 C 5.91039 -0.89533 -0.94187
35 C -3.86141 -1.86921 1.33307
36 P 1.66191 -0.53237 -2.07120
37 H -7.18147 0.75224 2.91636
38 C -0.61324 0.99060 -2.78435
39 C -2.47623 1.09774 -1.00285
40 H 5.24069 0.47077 -3.08011
41 H -0.05975 -3.16465 3.02673
42 C 3.95561 -0.80660 1.07178
43 H 3.96812 -0.74637 -3.29538
44 N 0.44845 0.76179 -1.83372
45 C 1.16879 -0.77334 5.16801
46 O -4.75073 -0.13931 3.35371
47 C 1.07647 1.89195 -1.26282
48 H 1.87008 1.79267 -4.00411
49 C 0.94473 -2.03983 4.61266
50 C 4.32601 0.06431 -2.64143
51 H 7.84021 -2.68061 0.00976
52 H 1.37468 -2.92781 5.09745
53 C -1.56761 -1.12946 1.84038
54 H -2.91676 1.97438 -6.81563
55 C -5.46736 -0.26477 2.10912
56 H 1.37600 0.96280 -5.51627
57 H 0.83991 1.37650 4.90904
58 C 6.21043 -1.34763 0.34439
59 C -0.18432 1.10353 -4.10414
60 H -3.50674 1.47903 -0.96962
61 H 0.65860 2.89757 -1.36583
62 H -1.71434 -0.11777 1.44139
63 C -0.16923 0.21102 3.40653
64 C 7.58764 -1.82306 0.62996
65 C -0.53246 -1.05433 2.96068
66 H 2.61167 0.31301 2.36860
67 C 1.27050 0.97353 -4.43188
68 H -4.03049 0.97457 1.00912
69 C 0.64939 0.37006 4.52224
70 C -3.43397 1.90886 -5.86215
71 H -3.93035 2.86191 -5.67787
72 H -1.86930 1.68595 -0.29628
73 O -5.17055 -1.54698 1.53043
74 H -3.93149 1.57743 -3.20887
75 C -2.94392 -1.26841 2.26226
76 H 7.69590 -2.10372 1.67089
77 H 3.61315 0.90118 -2.66675

Results
Total charge = 0
Kohn-Sham gap = 2.7296 eV
Strongest force on any atom = 0.1121 Eh/bohr
ΔE to the lowest compared entry with this formula, charge and spin = 300.9 kJ/mol


Record 3
C33H37N5SeSiSn as an isolated structure. Source: the OMol25 dataset; level of theory: the ωB97M-V functional and the def2-TZVPD basis.

Positions of all 78 atoms, in Å:
1 H -3.55376 -0.34931 4.89016
2 C 1.54804 2.40361 2.80413
3 C 2.91066 2.56270 3.02073
4 C 3.69567 -0.61568 -0.10825
5 Si -0.50682 -3.31577 -3.38231
6 H -2.03890 -3.03892 -5.30975
7 H -1.68303 -4.75371 -5.03658
8 C -0.82955 3.20530 -1.98446
9 H -0.49203 -3.70765 -5.82665
10 Sn -0.63026 0.07063 -1.48825
11 C -1.49733 3.17302 -0.65865
12 H 1.42088 -1.86078 3.95869
13 N 1.57189 0.30039 -0.63618
14 C -0.73548 -2.45833 2.11212
15 H -3.09284 2.83453 2.79536
16 C 4.28562 0.62673 -0.21811
17 H 3.37103 3.53575 2.91527
18 H 0.92457 3.36830 -5.41237
19 H 1.18150 -4.44460 -1.95037
20 H -5.16369 0.30660 3.11840
21 C -1.25302 -3.74852 -5.04530
22 C -2.45283 4.11241 -0.27109
23 H 1.47686 2.32595 -0.96468
24 C -2.00165 -1.67443 2.35992
25 H -2.60347 -1.67114 0.30074
26 C -0.66041 4.43205 -2.62905
27 H 0.11343 5.45600 -4.34470
28 Se 0.49804 -1.30281 -3.54209
29 C 1.63143 0.16483 3.25975
30 C 0.84927 -1.11682 3.38105
31 H -0.64871 -3.24475 2.87933
32 H 2.32045 -2.86732 -0.51616
33 H 1.56006 -4.66622 -3.65899
34 C 3.64906 1.44696 3.37263
35 C 0.43118 3.33185 -4.44869
36 H 4.71414 1.52275 3.55294
37 H -0.06161 -0.90232 3.93562
38 H -2.61406 -2.59350 -2.23911
39 H 0.93083 3.25295 2.52483
40 C -4.00742 -0.64266 1.56333
41 N 0.47526 -1.63662 2.06654
42 C -1.72559 2.05233 1.34499
43 C -0.35741 2.01214 -2.55733
44 C 1.69203 -2.09715 -0.06352
45 N 0.91902 1.24252 2.92371
46 H -1.44559 -3.22826 -1.07866
47 H 0.27966 -5.62880 -2.90411
48 H 1.45761 -3.45452 1.60674
49 C -3.37537 -0.62173 3.85542
50 H 5.35258 0.74289 -0.07603
51 H 4.28355 -1.49271 0.13021
52 C -2.66182 2.95852 1.81162
53 N -2.26765 -1.32085 3.61907
54 C -3.03218 4.00492 0.97953
55 H 0.62227 1.21835 -4.29631
56 H -2.75121 4.89748 -0.95119
57 H -0.82976 -2.95324 1.14347
58 C 0.74601 -4.64020 -2.93243
59 H -3.77628 4.72441 1.29777
60 C -0.02632 4.49973 -3.85677
61 H 3.89239 2.71924 -0.58352
62 H -4.68218 -0.38227 0.75765
63 C -1.86031 -3.36726 -2.08024
64 H -1.39458 1.21798 1.95017
65 H -1.00122 5.34486 -2.15537
66 C 2.32564 -0.75662 -0.30409
67 H 3.54091 -0.66714 3.77510
68 C 2.13935 1.51011 -0.71105
69 C 0.26205 2.11350 -3.80471
70 C 1.56905 -2.37315 1.44063
71 H -2.35579 -4.34209 -2.10385
72 C 2.99956 0.22711 3.49215
73 C -4.27547 -0.25722 2.86701
74 N -1.15172 2.16395 0.14708
75 H 2.50711 -2.08508 1.92143
76 H 0.71710 -2.16162 -0.54517
77 C -2.85461 -1.36253 1.30566
78 C 3.48620 1.72092 -0.50484

Results
Total charge = 0
Kohn-Sham gap = 7.3210 eV
Strongest force on any atom = 0.0043 Eh/bohr
ΔE to the lowest compared entry with this formula, charge and spin = 0.0 kJ/mol